Record 1
C13H65FIN3O25S | ωB97M-V/def2-TZVPD

As for the spin multiplicity: 1. As for the HOMO-LUMO gap: 0.2590 Ha. The value obtained for the HOMO energy is -0.3121 Ha. The LUMO energy comes out at -1.4 eV. For the total energy, the calculation gives -3375.03836 Ha.

Atoms and positions in Å:
C -3.226 -2.745 0.948
C -2.483 -1.813 -0.172
N -1.112 -2.366 -0.414
C -0.041 -1.381 -0.198
C 0.235 -0.583 1.098
C -0.719 -0.758 2.366
C -1.918 0.308 2.471
C -1.842 1.541 1.434
I -1.919 1.208 4.498
C 1.459 0.439 1.281
O 1.620 1.066 2.545
C 1.692 2.516 2.451
C 2.631 2.998 3.701
C 2.398 0.617 0.060
F 3.546 1.472 0.119
C 2.173 -0.147 -1.337
N 2.956 -0.053 -2.558
S 2.188 -1.163 -3.641
N 0.855 -1.800 -2.738
C 0.947 -1.141 -1.433
H -3.900 -3.503 0.402
H -2.493 -3.349 1.587
H -3.900 -2.146 1.650
H -2.520 -0.704 0.095
H -3.090 -1.959 -1.141
H -0.935 -3.244 0.098
H -1.108 -1.838 2.349
H -0.042 -0.662 3.299
H -2.945 -0.177 2.340
H -2.834 2.151 1.567
H -1.795 1.245 0.331
H -0.994 2.285 1.623
H 2.121 2.920 1.473
H 0.685 3.053 2.616
H 3.598 3.500 3.357
H 2.029 3.742 4.354
H 2.842 2.102 4.405
O -4.810 -0.053 6.489
H -5.337 0.591 6.000
H -3.904 0.115 6.195
O -3.678 4.094 1.588
H -3.377 4.479 2.421
H -3.705 4.845 0.980
O 0.725 2.341 -5.033
H 0.190 1.537 -5.097
H 1.556 2.037 -4.650
O 6.508 0.909 1.327
H 5.713 0.964 0.780
H 6.593 -0.033 1.522
O -6.810 -0.207 8.724
H -7.465 0.415 8.386
H -6.263 -0.414 7.953
O 2.504 -2.408 -7.146
H 2.253 -2.188 -6.241
H 3.448 -2.204 -7.185
O -1.528 -2.409 5.533
H -1.553 -1.462 5.345
H -0.656 -2.545 5.927
O 0.140 -5.447 0.038
H 0.423 -5.845 -0.795
H 0.927 -5.486 0.596
O 4.979 4.468 5.059
H 4.726 4.682 5.965
H 5.921 4.673 5.025
O 0.701 0.354 -6.916
H 0.048 0.787 -7.483
H 0.924 -0.455 -7.394
O -5.614 -4.376 1.582
H -5.288 -5.281 1.668
H -5.501 -4.002 2.465
O 0.628 2.694 -1.656
H 0.920 2.306 -2.492
H 1.411 2.650 -1.094
O -0.739 0.353 -9.428
H -1.390 0.786 -9.993
H -0.516 -0.456 -9.906
O -4.904 0.605 1.594
H -5.571 0.391 2.259
H -4.823 1.568 1.645
O 2.773 -3.325 -10.316
H 2.715 -3.012 -9.404
H 2.670 -4.282 -10.243
O 1.236 -2.974 6.948
H 2.188 -2.924 7.099
H 0.943 -3.682 7.537
O 0.685 -1.997 -12.563
H 0.964 -2.390 -13.398
H 1.475 -2.041 -12.007
O 4.753 -3.937 -6.831
H 4.217 -4.738 -6.889
H 5.587 -4.240 -6.451
O -1.193 -0.310 -4.582
H -1.727 -1.110 -4.643
H -0.360 -0.613 -4.196
O -4.882 4.519 -1.149
H -5.468 3.810 -0.856
H -4.578 4.228 -2.018
O 2.637 3.769 6.686
H 1.769 4.150 6.504
H 2.494 2.817 6.615
O 6.423 6.672 5.294
H 6.420 7.021 4.394
H 5.878 7.296 5.788
O -4.473 -3.019 -2.588
H -5.349 -3.255 -2.257
H -4.655 -2.517 -3.393
O 4.841 0.086 4.086
H 4.308 0.733 3.605
H 5.743 0.262 3.791

=====

Record 2
C4H10O2 | ωB97M-V/def2-TZVPD

As for the spin multiplicity: 1. As for the HOMO-LUMO gap (alpha / beta): 0.2845 / 0.2846 Ha. The value obtained for the HOMO energy (alpha / beta) is -0.2801 / -0.2801 Ha. The LUMO energy (alpha / beta) comes out at 0.1 / 0.1 eV. For the total energy, the calculation gives -308.69619 Ha. The energy above the lowest of the compared OMol25 structures with the same formula, charge and spin comes out at 126.7 kcal/mol.

Atoms and positions in Å:
C -0.710 1.527 0.220
O 0.174 1.046 -0.787
C -0.162 -0.298 -0.875
C 0.866 -1.079 -1.693
C -0.198 -0.758 0.566
O -1.700 -0.361 1.849
H -0.254 2.410 0.679
H -1.677 1.798 -0.237
H -1.399 0.520 1.342
H -1.161 -0.434 -1.330
H 0.899 -0.688 -2.714
H 0.605 -2.141 -1.747
H 1.865 -0.975 -1.257
H -0.456 -1.802 0.730
H 0.660 -0.411 1.136
H -1.313 -0.321 2.741

=====

Record 3
C2H2OS | ωB97M-V/def2-TZVPD

As for the spin multiplicity: 1. As for the HOMO-LUMO gap: 0.2825 Ha. The SMILES is O=CC=S. The value obtained for the HOMO energy is -0.3482 Ha. The LUMO energy comes out at -1.8 eV. For the total energy, the calculation gives -550.75403 Ha. The energy above the lowest of the compared OMol25 structures with the same formula, charge and spin comes out at 21.5 kcal/mol.

Atoms and positions in Å:
O -1.735 0.068 -0.112
C -0.641 0.429 0.239
C 0.517 -0.277 -0.233
S 2.081 -0.068 0.168
H -0.605 1.159 0.974
H 0.383 -1.311 -1.036

=====

Record 4
C18H40CrN3O3SSi3 | ωB97M-V/def2-TZVPD

As for the spin multiplicity: 5. As for the HOMO-LUMO gap (alpha / beta): 0.2693 / 0.2754 Ha. As for the net charge: +1. The value obtained for the HOMO energy (alpha / beta) is -0.3858 / -0.3922 Ha. The LUMO energy (alpha / beta) comes out at -3.2 / -3.2 eV. For the total energy, the calculation gives -3411.00030 Ha. The energy above the lowest of the compared OMol25 structures with the same formula, charge and spin comes out at 2.9 kcal/mol.

Atoms and positions in Å:
Cr -1.323 0.232 0.409
C -4.483 -0.167 -0.389
O -3.075 -0.407 -0.498
Si -2.297 -1.130 -1.867
C -2.663 0.021 -3.269
C -3.161 -2.717 -2.233
C -0.628 -1.115 -1.120
Si 0.650 -0.305 -2.186
C 2.367 -0.286 -1.450
C 0.217 1.509 -2.457
C 0.825 -1.134 -3.846
Si -0.201 -2.741 -0.328
C 1.469 -2.825 0.515
C -1.453 -3.119 1.021
C -0.132 -4.185 -1.510
H -5.023 -1.108 -0.485
H -4.812 0.522 -1.168
H -4.694 0.266 0.585
H -3.685 -0.150 -3.619
H -1.996 -0.128 -4.122
H -2.574 1.065 -2.957
H -4.198 -2.512 -2.515
H -3.159 -3.417 -1.399
H -2.688 -3.208 -3.089
H 2.362 0.158 -0.453
H 3.009 0.329 -2.093
H 2.817 -1.275 -1.387
H -0.337 1.938 -1.613
H -0.390 1.666 -3.353
H 1.130 2.103 -2.570
H 1.259 -2.132 -3.721
H 1.485 -0.565 -4.509
H -0.135 -1.255 -4.357
H 1.622 -2.028 1.251
H 2.292 -2.806 -0.198
H 1.515 -3.788 1.037
H -1.591 -2.264 1.696
H -1.107 -3.955 1.639
H -2.440 -3.381 0.631
H 0.656 -4.007 -2.252
H -1.061 -4.368 -2.049
H 0.128 -5.104 -0.973
C 5.220 0.437 3.022
C 4.078 1.149 2.377
C 4.176 2.296 1.642
C 3.010 2.821 1.072
N 1.817 2.250 1.227
C 1.730 1.124 1.937
S 0.285 0.258 2.183
N 2.849 0.606 2.503
C 3.038 4.051 0.226
H 6.128 1.028 2.950
H 5.385 -0.521 2.524
H 5.014 0.240 4.076
H 5.135 2.771 1.498
H 2.732 -0.262 3.013
H 4.010 4.538 0.230
H 2.272 4.746 0.572
H 2.780 3.775 -0.799
N -2.585 2.846 4.274
C -2.041 3.181 2.969
C -2.488 2.155 1.958
O -2.193 2.196 0.771
O -3.186 1.164 2.457
H -1.865 2.720 4.971
H -3.255 1.366 3.432
H -3.247 3.529 4.614
H -0.952 3.150 2.953
H -2.344 4.161 2.600

=====

Record 5
C3H6InO4 | ωB97M-V/def2-TZVPD

As for the spin multiplicity: 2. As for the HOMO-LUMO gap (alpha / beta): 0.3612 / 0.2115 Ha. As for the net charge: +2. The value obtained for the HOMO energy (alpha / beta) is -0.7289 / -0.7280 Ha. The LUMO energy (alpha / beta) comes out at -10.0 / -14.1 eV. For the total energy, the calculation gives -608.20679 Ha. The energy above the lowest of the compared OMol25 structures with the same formula, charge and spin comes out at 0.0 kcal/mol.

Atoms and positions in Å:
O 0.411 -0.782 0.639
C -0.442 0.308 0.586
C 1.040 -0.935 -0.650
O -0.391 0.882 1.824
O -0.095 1.087 -0.459
C 0.447 0.222 -1.467
In 1.130 -0.175 2.711
H 0.782 -1.920 -1.050
H 2.122 -0.850 -0.506
H -0.351 -0.110 -2.142
H 1.198 0.788 -2.026
O -1.962 0.002 0.588
H -1.494 0.915 2.016
H -2.395 0.566 -0.065

=====

Record 6
C39H73Cl2NO6P2PbSi | ωB97M-V/def2-TZVPD

As for the spin multiplicity: 1. As for the HOMO-LUMO gap: 0.2715 Ha. The value obtained for the HOMO energy is -0.2525 Ha. The LUMO energy comes out at 0.5 eV. For the total energy, the calculation gives -4121.69518 Ha. The energy above the lowest of the compared OMol25 structures with the same formula, charge and spin comes out at 0.0 kcal/mol.

Atoms and positions in Å:
Pb 11.633 11.546 14.691
C 8.606 8.052 16.315
C 9.029 9.319 17.079
C 8.298 9.564 18.375
P 9.133 10.829 15.969
C 7.637 11.003 14.911
C 6.327 10.733 15.683
C 7.751 10.231 13.609
C 9.287 12.231 17.150
C 8.231 13.013 17.617
C 8.373 14.131 18.436
C 7.135 14.820 18.967
C 9.716 14.474 18.783
C 10.777 13.707 18.386
C 10.565 12.574 17.552
N 11.639 11.749 17.158
C 12.293 11.018 18.111
C 12.121 11.252 19.510
C 12.815 10.482 20.408
C 13.720 9.444 20.048
C 14.462 8.693 21.112
C 13.764 9.175 18.697
C 13.025 9.884 17.733
P 12.997 9.490 15.968
C 14.723 9.533 15.334
C 15.750 8.612 16.031
C 15.226 10.975 15.489
C 12.448 7.711 15.808
C 12.862 7.199 14.459
C 12.921 6.709 16.921
H 8.805 7.146 16.859
H 9.113 8.001 15.348
H 7.521 8.055 16.113
H 10.112 9.186 17.272
H 7.246 9.704 18.171
H 8.642 10.440 18.966
H 8.432 8.721 19.057
H 7.768 12.060 14.700
H 6.382 9.710 16.103
H 5.523 10.848 14.969
H 6.154 11.467 16.489
H 7.940 9.149 13.679
H 8.592 10.650 13.053
H 6.898 10.371 12.943
H 7.220 12.822 17.253
H 6.338 14.920 18.209
H 7.399 15.781 19.329
H 6.749 14.292 19.861
H 9.863 15.416 19.312
H 11.761 14.006 18.671
H 11.386 11.958 19.875
H 12.667 10.653 21.476
H 13.735 8.409 21.830
H 15.256 9.246 21.646
H 14.936 7.823 20.664
H 14.347 8.321 18.351
H 14.632 9.241 14.286
H 15.960 8.981 17.027
H 16.709 8.726 15.492
H 15.493 7.598 16.010
H 15.161 11.204 16.548
H 14.667 11.742 14.987
H 16.294 11.034 15.197
H 11.369 7.711 15.937
H 13.931 7.133 14.379
H 12.517 7.863 13.664
H 12.390 6.174 14.210
H 13.971 6.779 17.202
H 12.755 5.683 16.525
H 12.372 6.824 17.809
Cl 13.829 15.052 17.472
C 12.414 15.892 16.807
Cl 12.053 15.318 15.195
H 12.644 16.948 16.845
H 11.546 15.707 17.410
O 11.171 9.774 12.533
H 11.006 10.677 12.178
H 11.722 9.306 11.912
O 9.327 13.412 13.748
H 9.310 14.363 13.858
H 9.906 13.156 12.962
C 9.093 13.424 7.702
C 10.187 12.601 8.336
C 9.585 11.202 8.606
C 11.322 12.406 7.330
O 10.555 13.268 9.504
Si 11.545 13.147 10.795
O 11.048 12.241 12.024
O 12.975 12.566 10.160
C 14.177 12.320 10.898
C 15.273 12.285 9.876
C 14.088 10.997 11.668
C 14.480 13.464 11.902
O 11.842 14.699 11.319
C 11.474 15.886 10.605
C 9.973 16.026 10.691
C 12.093 17.015 11.396
C 11.968 16.032 9.195
H 8.648 12.945 6.809
H 9.451 14.398 7.379
H 8.249 13.642 8.393
H 9.368 10.682 7.673
H 8.705 11.316 9.216
H 10.245 10.580 9.220
H 10.978 11.896 6.419
H 12.074 11.776 7.841
H 11.766 13.304 7.027
H 15.217 11.374 9.256
H 16.243 12.245 10.405
H 15.247 13.216 9.288
H 13.534 10.336 11.009
H 13.713 11.090 12.699
H 15.105 10.549 11.752
H 14.804 14.351 11.367
H 15.299 13.143 12.575
H 13.613 13.670 12.520
H 9.583 15.949 11.720
H 9.442 15.224 10.136
H 9.632 17.013 10.283
H 11.700 17.089 12.413
H 11.901 17.952 10.924
H 13.181 16.863 11.378
H 11.493 15.396 8.415
H 13.043 15.822 9.162
H 11.827 17.052 8.955

=====

Record 7
C4H5NO2 | ωB97M-V/def2-TZVPD

As for the spin multiplicity: 1. As for the HOMO-LUMO gap: 0.3711 Ha. The SMILES is O=C1CCN=CO1. The value obtained for the HOMO energy is -0.3482 Ha. The LUMO energy comes out at 0.6 eV. For the total energy, the calculation gives -360.58202 Ha. The energy above the lowest of the compared OMol25 structures with the same formula, charge and spin comes out at 54.8 kcal/mol.

Atoms and positions in Å:
O -0.983 2.351 -0.406
C -0.453 1.351 -0.012
C -1.090 0.000 0.278
C -0.249 -1.104 -0.420
N 1.187 -0.825 -0.467
C 1.600 0.188 0.141
O 0.893 1.359 0.266
H -1.046 -0.140 1.366
H -2.145 0.046 -0.018
H -0.679 -1.511 -1.345
H 0.390 -1.926 0.123
H 2.601 0.240 0.552

=====

Record 8
C15H18Co2NO6 | ωB97M-V/def2-TZVPD

As for the spin multiplicity: 1. As for the HOMO-LUMO gap: 0.2645 Ha. As for the net charge: -1. The value obtained for the HOMO energy is -0.1553 Ha. The LUMO energy comes out at 3.0 eV. For the total energy, the calculation gives -3854.06180 Ha. The energy above the lowest of the compared OMol25 structures with the same formula, charge and spin comes out at 0.0 kcal/mol.

Atoms and positions in Å:
C -3.704 -0.425 2.724
C -2.416 0.347 2.513
C -1.187 -0.557 2.636
N 0.046 0.131 2.285
C 1.262 -0.556 2.695
C 2.497 0.346 2.614
C 3.786 -0.436 2.785
H -4.550 0.262 2.766
H -3.880 -1.127 1.904
H -3.680 -0.991 3.660
H -2.412 0.820 1.522
H -2.327 1.144 3.265
H -1.131 -0.968 3.663
H -1.276 -1.413 1.951
H 0.039 1.096 2.611
H 1.165 -0.952 3.724
H 1.380 -1.424 2.031
H 2.497 0.871 1.649
H 2.410 1.105 3.405
H 4.639 0.243 2.787
H 3.793 -0.992 3.726
H 3.924 -1.148 1.966
O 3.144 -2.003 -3.092
C 2.279 -1.327 -3.456
Co 0.962 -0.313 -3.984
C 1.765 1.239 -3.749
O 2.385 2.210 -3.637
C 0.982 -0.702 -5.693
O 1.051 -0.987 -6.812
C -0.368 -0.947 -2.665
C -0.434 -0.178 -1.509
C -0.045 -0.035 -0.226
Co -1.225 0.610 -2.907
C -0.646 2.218 -2.457
O -0.336 3.298 -2.185
C -2.868 0.745 -2.195
O -3.881 0.815 -1.642
C -1.437 0.835 -4.702
O -1.756 1.055 -5.793
H -0.705 -1.982 -2.741
H -0.078 0.957 0.226
H 0.338 -0.887 0.332